## i
19
Properties=species:S:1:pos:R:3:lowdin_charge:R:1 method="wB97M-V/def2-TZVPD" lumo_energy_ev=0.98 smiles=NCCNCCO homo_lumo_gap_ev=9.84 homo_ev=-8.86
O 1.4453 2.2880 -0.1634 -0.08
N -2.7419 -0.6771 0.7176 -0.03
N 0.0903 -0.7122 -1.1083 -0.06
C -0.4461 -1.3113 0.0897 -0.26
C 1.5634 0.9193 0.2374 -0.25
C -1.2782 -0.4240 0.9879 -0.27
C 1.4063 -0.0714 -0.9087 -0.19
H -1.2156 0.6498 0.8004 0.10
H 1.5588 0.4943 -1.8320 0.12
H -1.0579 -2.2115 -0.1207 0.11
H 2.1043 -0.8899 -0.7906 0.11
H 2.0043 2.4722 -0.9304 0.08
H -2.9755 -1.6431 0.9567 0.06
H 0.8411 0.8037 1.0379 0.09
H -0.5443 0.0272 -1.3680 0.10
H -3.2763 -0.1481 1.3979 0.05
H 2.5215 0.7572 0.7289 0.11
H -1.1397 -0.4874 2.0650 0.10
H 0.3430 -1.7851 0.6615 0.11

***

## ii
19
Properties=species:S:1:pos:R:3:lowdin_charge:R:1 method="wB97M-V/def2-TZVPD" lumo_energy_ev=0.63 smiles="[H]/N=C/NCCC.O" homo_lumo_gap_ev=9.48 homo_ev=-8.85
O 1.8764 -2.6138 -5.4799 -0.11
N -0.7727 1.0652 0.3999 -0.08
N 1.3372 0.2512 -0.0554 0.08
C 0.5552 1.2724 0.1447 -0.27
C -1.3716 -0.1158 0.7624 -0.26
C -0.8958 1.0084 3.0903 -0.07
C -0.9529 -0.3634 2.2602 -0.20
H -0.0635 -0.9139 2.1444 0.07
H -0.9670 -0.9843 0.1220 0.13
H -1.2204 1.5587 -0.3074 0.11
H -2.4383 -0.1892 0.8086 0.11
H -1.5295 1.7540 2.6250 0.06
H 1.5731 -1.8366 -6.0032 0.04
H -1.2957 0.8020 4.0555 0.04
H -1.7337 -1.0064 2.5121 0.07
H 1.4799 -2.2545 -4.6084 0.08
H 2.1330 0.4052 -0.6525 0.02
H 0.9032 2.3038 -0.0009 0.12
H 0.1867 1.2465 3.1870 0.08

***

## iii
19
Properties=species:S:1:pos:R:3:lowdin_charge:R:1 method="wB97M-V/def2-TZVPD" lumo_energy_ev=0.92 smiles="N/C=C/CCN.O" homo_lumo_gap_ev=9.12 homo_ev=-8.20
O -2.6708 1.2751 -2.1685 -0.11
N 2.5088 0.1967 -1.6735 0.02
N -1.7947 -1.0116 0.5371 -0.07
C -1.1352 -0.1789 1.4958 -0.32
C 2.2954 0.2638 -0.2970 -0.25
C 1.0973 0.7612 0.1510 -0.12
C 0.4598 -0.0352 1.2766 -0.21
H -1.5816 0.8099 1.6858 0.11
H 2.0591 -0.5141 -2.2418 0.09
H -1.7986 1.5525 -1.8722 0.01
H 3.0817 0.0152 0.4530 0.12
H 0.5393 1.0560 -0.7809 0.09
H -2.8098 -1.0025 0.8143 0.09
H -1.4338 -1.9800 0.8694 0.10
H 0.7564 0.4052 2.3134 0.12
H -1.2492 -0.9284 2.3331 0.10
H 3.5005 0.0772 -1.7682 0.06
H -2.7298 0.2809 -2.4208 0.08
H 0.9051 -1.0430 1.2934 0.09

***

Question: which arrangement is favored energetically? Ranking from most to least stable: i, ii, iii.

***

## i
19
Properties=species:S:1:pos:R:3:lowdin_charge:R:1 method="wB97M-V/def2-TZVPD" lumo_energy_ev=0.86 smiles=C[C@H](N)C[C@H](N)O homo_lumo_gap_ev=10.04 homo_ev=-9.19
O 1.9253 0.9947 1.6373 -0.07
N -1.9946 -0.2075 0.1378 0.02
N 0.5938 1.7678 -0.1409 0.07
C 0.6192 0.8549 0.9575 -0.46
C 0.5120 -0.6142 0.6072 -0.12
C -0.6161 -1.0622 -1.6784 -0.09
C -0.8210 -1.0141 -0.1663 -0.44
H 0.5267 -1.1904 1.5398 0.12
H 1.3793 -0.9417 0.0213 0.11
H -1.5107 -1.4512 -2.1788 0.08
H -0.4080 -0.0757 -2.1036 0.07
H -2.1518 -0.1634 1.1419 0.07
H 1.3615 1.5798 -0.7779 0.08
H 0.2144 -1.7283 -1.9359 0.07
H -1.8183 0.7557 -0.1637 0.07
H 0.7529 2.7041 0.2278 0.09
H 2.6176 0.6991 1.0257 0.08
H -1.0414 -2.0387 0.1554 0.12
H -0.1408 1.1314 1.6937 0.14

***

## ii
19
Properties=species:S:1:pos:R:3:lowdin_charge:R:1 method="wB97M-V/def2-TZVPD" lumo_energy_ev=0.97 smiles=CNC[C@H](N)CO homo_lumo_gap_ev=9.54 homo_ev=-8.57
O 1.4295 -2.2943 -0.1568 -0.07
N -1.4306 0.6905 0.8821 -0.13
N 1.1216 1.4177 -0.3674 0.05
C 1.5555 -0.9850 -0.7032 -0.24
C -2.7422 1.0748 0.4106 -0.15
C 0.8145 0.0945 0.0825 -0.40
C -0.6967 -0.1570 -0.0318 -0.23
H -0.8744 1.5220 1.0401 0.09
H 2.6008 -0.7248 -0.8345 0.11
H -3.2648 1.6500 1.1809 0.07
H -3.3495 0.2159 0.1591 0.07
H 1.0310 -0.0378 1.1395 0.14
H 1.9304 1.8779 0.0058 0.08
H 0.7479 1.7423 -1.2425 0.08
H -0.9593 -0.0058 -1.0951 0.12
H -0.8563 -1.2065 0.1972 0.11
H 2.0441 -2.3883 0.5803 0.09
H 1.1595 -1.0220 -1.7251 0.12
H -2.7163 1.7105 -0.4955 0.08

***

## iii
19
Properties=species:S:1:pos:R:3:lowdin_charge:R:1 method="wB97M-V/def2-TZVPD" lumo_energy_ev=0.82 homo_lumo_gap_ev=9.95 homo_ev=-9.13
O 0.3772 0.9452 2.8299 -0.06
N 0.7189 0.6692 -0.2604 0.04
N 1.9921 -0.9266 0.9578 0.08
C -0.5594 0.1352 0.1589 -0.28
C -1.5518 0.3508 -0.9623 -0.27
C 1.7802 0.0236 -0.0407 -0.30
C -1.3581 -0.4547 -2.2624 -0.12
H -1.2463 -1.5301 -2.1189 0.06
H -2.6082 0.3467 -0.6804 0.10
H -2.1638 -0.1491 -2.9219 0.06
H 1.3442 0.8899 2.8295 0.04
H 2.7497 -1.5789 0.8129 0.08
H 1.1446 -1.4237 1.2085 0.07
H 2.7007 0.3551 -0.4897 0.11
H -0.5323 -0.9489 0.3871 0.10
H -1.0075 0.4458 1.1001 0.09
H -0.3900 -0.1703 -2.6606 0.06
H -1.5162 1.3815 -1.3353 0.10
H 0.1262 1.6393 3.4479 0.04

***

Question: which arrangement is favored energetically? Ranking from most to least stable: i, ii, iii.

***

## i
19
Properties=species:S:1:pos:R:3:lowdin_charge:R:1 method="wB97M-V/def2-TZVPD" lumo_energy_ev=1.04 smiles="CON(C)C.C=N" homo_lumo_gap_ev=9.38 homo_ev=-8.34
O 0.2967 0.2061 -0.0971 -0.27
N -0.9761 0.3725 -0.6402 -0.31
N 2.4872 -0.6674 1.1499 -0.01
C 1.3972 -0.9794 1.7179 -0.15
C -1.7681 -0.8327 -0.4687 -0.08
C -1.6049 1.5624 -0.0971 -0.08
C 1.5309 0.0441 -1.2089 0.04
H 2.8349 0.2496 1.4275 0.05
H -1.2441 -1.6619 -0.9433 0.08
H -0.9220 2.4000 -0.2213 0.08
H -2.7306 -0.6937 -0.9608 0.08
H 0.8657 -0.3698 2.4478 0.07
H -2.5213 1.7615 -0.6521 0.08
H -1.9372 -1.0692 0.5927 0.08
H 2.5748 0.2163 -0.9719 0.05
H -1.8459 1.4563 0.9690 0.08
H 1.2393 0.8741 -1.8511 0.06
H 0.9676 -1.9460 1.4827 0.07
H 1.3560 -0.9230 -1.6751 0.07

***

## ii
19
Properties=species:S:1:pos:R:3:lowdin_charge:R:1 method="wB97M-V/def2-TZVPD" lumo_energy_ev=0.76 smiles="CN(C)CN.C=O" homo_lumo_gap_ev=8.90 homo_ev=-8.14
O -0.8363 1.0800 -1.0999 -0.12
N -0.3682 1.2010 1.9172 0.02
N 0.6152 -0.2547 0.2141 -0.27
C -1.7037 0.2469 -1.4559 -0.22
C 0.8215 0.6095 1.3730 -0.28
C 1.5656 -0.1346 -1.0483 -0.01
C -0.2493 -1.3227 0.2579 -0.13
H 1.9367 0.8834 -1.1151 0.07
H 1.3234 0.0231 2.1577 0.12
H 1.4674 1.4228 1.0380 0.11
H -0.9148 -1.3175 1.1355 0.09
H -0.9713 0.5018 2.3364 0.06
H -0.8777 1.6493 1.1624 0.06
H 1.1089 -0.4697 -1.9756 0.07
H 0.2624 -2.2881 0.1774 0.09
H -1.7343 -0.0704 -2.5136 0.08
H -2.7150 0.3019 -1.0212 0.08
H 2.3661 -0.8387 -0.7910 0.07
H -1.0965 -1.2232 -0.7489 0.11

***

Question: which arrangement is favored energetically? Ranking from most to least stable: ii, i.